Entry 1:
# C49H54N7O3P2RhS

A molecular structure, C49H54N7O3P2RhS in a non-equilibrium geometry (wB97M-V/def2-TZVPD, the Open Molecules 2025 dataset).

**Charge**: +2
**Strongest force on any atom**: 3.58 eV Å⁻¹
**Orbital gap (spin up / spin down)**: 5.10 / 5.11 eV
**Calculated total energy**: -100668.9949 eV
**LUMO energy (spin up / spin down)**: -6.9 / -6.9 eV

Structure (XYZ):
```
117
C49H54N7O3P2RhS | the Open Molecules 2025 dataset | wB97M-V/def2-TZVPD
Rh -1.433 -0.907 0.166
S -0.923 2.772 0.643
P 1.023 -0.384 0.153
P 4.000 -1.538 -0.859
O -3.516 -2.893 -0.075
O 0.503 2.567 0.531
O -1.452 3.024 1.954
N -0.634 -2.906 -0.362
N -1.542 1.345 -0.014
N -2.003 7.327 -2.871
N -2.658 -0.993 4.682
N -3.406 0.162 -0.503
N -3.630 2.491 -0.135
N -2.053 -1.005 2.165
C -0.986 -3.542 -1.501
C 1.002 0.608 -1.371
C -3.366 -1.669 2.392
C 4.084 -0.594 -2.425
C 0.150 0.042 -2.318
C -1.404 -1.682 4.487
C -1.052 -1.750 2.972
C -2.128 0.383 2.696
C 5.109 0.324 -2.643
C 6.139 -0.438 2.377
C 2.125 -1.686 -0.545
C -1.813 6.245 -2.076
C 1.762 1.007 3.972
C -5.554 1.182 -0.638
C 2.354 -0.106 4.544
C 5.263 0.935 -3.880
C -3.322 -3.778 -2.319
C 2.655 -1.199 3.747
C -2.894 1.385 -0.236
C 3.257 -0.930 -3.497
C -2.532 0.366 4.195
C -0.465 -4.796 -1.809
C -4.727 0.086 -0.698
C -1.384 4.046 -0.429
C -4.928 2.390 -0.341
C 1.779 1.702 -1.716
C 1.728 2.190 -3.015
C -2.021 5.175 0.081
C 0.123 -3.579 0.522
C -1.200 5.084 -2.580
C 0.060 0.563 -3.598
C -2.230 6.262 -0.735
C 1.435 1.026 2.625
C 1.707 -0.077 1.812
C 2.336 -1.187 2.398
C 5.256 1.623 1.513
C 4.645 0.931 0.483
C -3.684 -4.063 -0.877
C 0.599 -4.854 0.314
C 3.411 -0.324 -4.732
C -0.975 4.004 -1.757
C 4.408 0.623 -4.926
C 4.750 -0.455 0.395
C 5.998 0.936 2.468
C -3.686 -1.671 3.922
C -2.026 -2.954 -2.415
C 0.869 1.634 -3.950
C 5.520 -1.127 1.343
C 0.325 -5.466 -0.900
H -5.145 -0.884 -0.946
H -3.485 0.875 4.333
H 2.395 2.192 -0.987
H -2.410 8.170 -2.509
H -4.640 -1.176 4.099
H -0.725 -5.249 -2.755
H 2.360 3.025 -3.287
H -0.082 -1.310 2.788
H 5.162 2.699 1.572
H 4.103 1.472 -0.273
H -2.347 5.192 1.111
H -2.715 7.145 -0.340
H -0.614 0.120 -4.318
H -1.480 -2.687 4.900
H -6.617 1.104 -0.804
H -5.499 3.307 -0.258
H -2.231 -1.916 -2.141
H -2.855 0.932 2.110
H 6.739 -0.973 3.101
H -0.620 -1.150 5.025
H 2.760 -0.602 -5.550
H 3.157 -2.061 4.164
H -0.896 5.047 -3.618
H 6.063 1.646 -4.026
H -0.495 3.119 -2.151
H -1.679 7.337 -3.821
H -4.122 -3.248 -2.840
H -3.007 -4.804 -0.447
H 1.727 -1.859 -1.547
H 2.048 -2.633 -0.034
H -1.780 0.891 4.784
H -1.158 0.836 2.556
H 0.708 -6.453 -1.122
H 2.599 -0.115 5.597
H -1.673 -2.959 -3.447
H -1.072 -2.777 2.621
H 1.552 1.883 4.570
H -3.195 -4.736 -2.829
H 6.479 1.478 3.271
H 5.644 -2.201 1.264
H 2.623 -2.047 1.817
H 0.996 1.915 2.209
H -0.442 -0.843 -2.075
H -4.114 -1.104 1.839
H 5.807 0.563 -1.851
H 0.363 -3.054 1.431
H 2.495 -1.694 -3.395
H -3.318 -2.672 1.991
H -4.698 -4.455 -0.781
H -3.767 -2.698 4.277
H 4.534 1.092 -5.892
H -4.203 -2.266 -0.317
H 1.195 -5.338 1.074
H 0.828 2.035 -4.953
```

---

Entry 2:
# C49H56AsCl2N4O7PSSi2W

A molecular structure, C49H56AsCl2N4O7PSSi2W in a non-equilibrium geometry (wB97M-V/def2-TZVPD, the Open Molecules 2025 dataset).

**Charge**: -2
**Strongest force on any atom**: 5.46 eV Å⁻¹
**⟨S²⟩**: 2.0100
**Orbital gap (spin up / spin down)**: 5.23 / 5.96 eV
**Calculated total energy**: -195610.3489 eV
**LUMO energy (spin up / spin down)**: 3.5 / 3.5 eV
**Multiplicity**: 3

Structure (XYZ):
```
124
C49H56AsCl2N4O7PSSi2W | the Open Molecules 2025 dataset | wB97M-V/def2-TZVPD
W 0.639 2.140 -0.804
As -2.499 -3.309 1.110
Cl 2.053 5.468 -4.092
Cl 4.712 3.755 -3.796
S 2.878 -0.135 -3.574
P -0.790 -0.059 0.519
Si -2.366 3.314 -0.038
Si 3.619 3.153 0.402
O -1.045 3.081 -4.263
O -0.698 0.143 -4.040
O 1.659 0.459 -0.133
O -0.047 0.669 -1.934
O 1.477 4.099 -1.512
O 1.983 2.095 -2.215
O -0.569 2.998 -2.045
N -0.738 3.032 0.492
N 3.062 -1.268 -0.545
N 1.915 2.923 0.709
N 3.301 0.066 1.372
C -4.932 -3.588 -0.482
C -6.289 -3.706 -0.717
C -0.149 3.965 1.345
C -1.738 -4.555 3.738
C -6.698 -3.606 1.646
C 0.203 -0.484 1.997
C 0.209 -2.410 -0.765
C 4.388 -3.573 -6.155
C -2.834 -7.005 3.054
C 3.325 -2.836 -4.123
C -1.992 -2.597 -2.431
C -2.973 -5.921 2.215
C 4.568 2.916 2.094
C -5.342 -3.491 1.877
C 4.522 1.950 -0.770
C -0.841 4.902 2.106
C 3.441 -1.507 -4.524
C -3.611 3.150 1.445
C 4.026 -1.231 -5.761
C -0.835 -1.507 -0.610
C 1.412 -1.869 3.559
C -1.592 -5.638 4.584
C 4.132 4.903 -0.225
C 1.197 5.764 3.014
C 0.547 0.639 2.772
C -2.460 -4.659 2.550
C -2.589 -1.633 2.184
C 1.908 4.842 2.264
C 1.294 0.505 3.922
C -4.434 -3.477 0.812
C -0.975 -3.532 -2.535
C 1.272 3.915 1.439
C -2.148 -6.869 4.255
C 1.746 -0.753 4.321
C 4.492 -2.251 -6.564
C -0.179 5.791 2.939
C 0.641 -1.745 2.420
C -2.445 -0.342 1.383
C 2.332 3.838 -3.734
C -0.453 0.973 -3.169
C -1.933 -1.609 -1.469
C 0.126 -3.424 -1.705
C 2.685 -0.288 0.192
C 1.919 3.372 -2.480
C -3.058 2.030 -1.283
C -7.180 -3.714 0.352
C -2.599 5.092 -0.734
C 3.795 -3.853 -4.934
C -0.697 2.453 -3.263
H 0.374 -2.635 1.863
H -1.912 4.958 2.030
H 1.118 -2.294 -0.200
H 2.352 3.155 -4.568
H 0.950 -4.115 -1.815
H 4.953 -2.008 -7.512
H 3.906 2.802 2.948
H -3.558 -1.614 2.700
H 2.346 -0.860 5.214
H 4.105 -0.198 -6.061
H -1.808 -1.670 2.947
H 5.379 1.506 -0.273
H -7.387 -3.617 2.481
H -2.546 0.512 2.063
H 3.702 -4.883 -4.608
H -3.123 3.130 2.412
H 3.672 5.107 -1.187
H -1.288 -3.606 4.003
H -8.242 -3.811 0.177
H -0.749 6.509 3.511
H -6.659 -3.795 -1.729
H -2.033 -7.713 4.921
H -3.501 -6.029 1.270
H 3.925 -0.569 1.833
H -4.969 -3.432 2.894
H -4.222 2.256 1.377
H 2.671 -0.782 -2.412
H -4.231 -3.583 -1.308
H -3.250 -0.260 0.650
H -3.282 2.512 -2.230
H 2.982 4.855 2.311
H -2.811 -2.616 -3.137
H 5.210 4.939 -0.368
H 0.218 1.622 2.438
H 4.767 -4.370 -6.784
H 2.858 -3.067 -3.179
H -3.969 1.540 -0.947
H -3.640 5.311 -0.948
H 3.898 1.149 -1.146
H -2.731 -0.881 -1.428
H -1.040 -5.528 5.510
H 5.215 2.044 2.068
H -2.238 5.846 -0.042
H 3.885 -1.742 -0.192
H -1.015 -4.300 -3.296
H -2.031 5.201 -1.652
H 3.850 5.712 0.442
H 1.733 6.463 3.642
H 1.765 -2.846 3.865
H 2.876 0.806 1.906
H 5.202 3.776 2.288
H -2.309 1.267 -1.485
H 4.885 2.490 -1.639
H -3.255 -7.965 2.778
H -4.294 3.992 1.446
H 1.550 1.381 4.504
```

---

Entry 3:
# C49H56IMoN3O5Se

A molecular structure, C49H56IMoN3O5Se in a non-equilibrium geometry (wB97M-V/def2-TZVPD, the Open Molecules 2025 dataset).

**Strongest force on any atom**: 1.30 eV Å⁻¹
**⟨S²⟩**: 2.0193
**Orbital gap (spin up / spin down)**: 6.56 / 6.40 eV
**Energy above the lowest of the compared OMol25 structures with the same formula, charge and spin**: 2.69 kcal per mole
**Calculated total energy**: -141736.5372 eV
**LUMO energy (spin up / spin down)**: -0.9 / -1.2 eV
**Multiplicity**: 3

Structure (XYZ):
```
116
C49H56IMoN3O5Se | the Open Molecules 2025 dataset | wB97M-V/def2-TZVPD
I -8.607 -5.411 -2.493
Mo -0.929 -1.609 0.163
Se -1.442 1.202 2.216
O -2.329 -2.511 -1.220
O 0.414 -1.103 1.493
O -3.415 -1.643 0.475
O 0.580 -1.359 -1.179
O -1.552 -0.004 -0.555
N 0.853 -3.616 -1.202
N -0.037 -3.480 -0.170
N -1.527 -2.923 1.778
C 2.607 -0.979 -3.020
C 0.112 5.940 -1.793
C 3.607 -0.809 -3.964
C 4.318 -1.621 3.218
C 1.136 -2.420 -1.654
C 1.114 -0.106 2.031
C 2.648 -2.738 1.806
C -4.640 -3.036 -1.025
C 2.508 -0.188 2.240
C -0.912 0.212 -3.572
C -0.797 6.296 0.487
C -5.635 -3.353 -0.111
C 3.401 -1.420 2.000
C -1.263 4.134 -0.746
C -0.333 -4.527 0.531
C -2.254 -2.523 2.823
C -2.349 6.273 -1.457
C -4.780 -3.393 -2.361
C -2.689 -3.401 3.797
C -2.372 -4.746 3.676
C -2.172 2.185 -4.363
C -1.461 3.366 -1.893
C -1.497 1.332 -0.652
C -6.768 -4.039 -0.523
C -1.614 -5.162 2.598
C 4.089 2.974 4.793
C 2.525 2.154 3.022
C 0.205 -5.890 0.273
C 4.368 3.728 2.419
C -5.917 -4.061 -2.787
C 2.472 4.567 3.783
C -6.898 -4.384 -1.860
C 3.154 0.961 2.687
C -1.404 2.093 0.516
C 0.460 1.077 2.423
C -1.615 1.986 -1.896
C -3.323 0.509 -2.950
C 1.143 2.176 2.916
C 3.349 3.347 3.501
C -1.078 5.646 -0.868
C 4.177 -1.915 -4.577
C 2.754 -3.371 -3.299
C -1.287 3.475 0.471
C -1.986 1.232 -3.180
C 3.749 -3.195 -4.245
C 2.179 -2.261 -2.685
C -3.408 -2.340 -0.559
C 4.255 -1.173 0.748
C -1.193 -4.223 1.667
H -1.335 -6.198 2.467
H -5.519 -3.052 0.922
H 0.572 3.052 3.193
H 4.957 -1.782 -5.316
H -0.599 -6.628 0.248
H 4.195 -4.057 -4.724
H 4.776 2.142 4.634
H -2.565 5.874 -2.449
H 3.724 -1.761 4.123
H 0.272 7.017 -1.870
H -0.814 -0.570 -2.826
H 0.086 5.861 0.960
H 4.907 -0.307 0.873
H 1.023 5.483 -1.402
H -1.643 6.191 1.169
H -0.054 5.553 -2.799
H 2.151 -0.130 -2.529
H -0.613 7.363 0.348
H 5.076 2.920 2.228
H 4.667 3.825 5.160
H 4.993 -0.782 3.384
H -2.484 1.606 -5.234
H -1.212 4.011 1.406
H -7.541 -4.296 0.187
H 3.379 2.680 5.568
H 1.920 4.876 2.893
H 4.878 -2.045 0.533
H -2.706 -5.458 4.419
H 4.932 -2.513 3.071
H 4.232 0.917 2.789
H 3.613 -0.991 -0.117
H 3.375 -3.554 1.764
H 0.898 -6.172 1.070
H -2.234 7.356 -1.545
H 3.941 0.188 -4.220
H 3.861 3.961 1.481
H -6.035 -4.330 -3.828
H -1.514 3.883 -2.840
H 0.737 -5.899 -0.672
H -1.242 2.697 -4.621
H -3.992 -3.144 -3.058
H -3.273 -3.029 4.626
H -2.942 2.933 -4.167
H 4.938 4.608 2.729
H 3.100 5.404 4.094
H 2.093 -2.739 0.877
H -3.623 -0.016 -3.861
H 0.058 0.698 -3.694
H 1.954 -2.931 2.625
H -1.180 -0.256 -4.523
H -3.209 6.068 -0.817
H -4.108 1.224 -2.693
H -2.498 -1.471 2.857
H -3.243 -0.218 -2.146
H 1.756 4.371 4.584
H 2.413 -4.359 -3.025
```

---

- What is the formula in the second record?
  C49H56AsCl2N4O7PSSi2W